A structure of composition C11H39MnO11, computed with ωB97M-V with the def2-TZVPD basis set.

Results
Orbital gap (alpha / beta)   7.33 / 6.86 eV
Net charge   +1
Multiplicity   6
Lowest unoccupied orbital energy (alpha / beta)   -4.50 / -4.97 eV
Expectation value of S²   8.753

XYZ file:
```
62
Properties=species:S:1:pos:R:3:mulliken_charge:R:1
Mn -0.2756 3.4300 0.9566 0.8272
C 0.4697 -0.4214 0.1563 0.7576
C 0.0714 1.0089 0.2399 1.2604
O 1.0110 1.8779 0.3011 -0.6878
O -1.0976 1.4847 0.4136 -0.6860
H 0.3825 -0.7582 -0.8832 -0.3833
H -0.1130 -1.0778 0.7960 0.1782
H 1.5240 -0.4641 0.3911 -0.6238
C -2.9265 -3.5290 1.4114 -0.1000
O -3.7790 -3.2974 2.5171 -0.5644
H -2.3450 -2.6316 1.1989 -0.1779
H -2.2331 -4.3577 1.5775 0.3264
H -3.4799 -3.7625 0.4958 0.2502
H -4.1341 -4.1346 2.8246 0.3081
C 1.2758 2.0678 3.4797 -0.3983
O 0.1394 2.7815 2.9302 -0.3528
H 2.0945 2.7437 3.7456 0.3771
H 0.9607 1.6480 4.4339 0.3536
H 1.6907 1.3283 2.8049 -0.0766
H -0.3729 3.1517 3.6580 0.2861
C 4.1299 -0.3756 3.0446 -0.5479
O 3.3857 -0.8663 1.9646 -0.4547
H 3.6360 0.4140 3.6361 0.1182
H 4.3734 -1.1658 3.7492 0.2699
H 5.0543 0.0967 2.6923 0.2971
H 3.3249 -0.2614 1.2184 0.2531
C -1.8514 -2.4577 -3.9257 -0.7792
O -1.0118 -1.9660 -2.8879 -0.4884
H -2.6314 -3.0822 -3.4941 0.2695
H -2.2264 -1.6782 -4.5959 0.3028
H -1.2284 -3.0570 -4.5928 0.3066
H -1.5472 -1.4386 -2.2789 0.3479
C -2.7694 0.3415 2.9410 0.0823
O -3.5662 -0.6830 3.4720 -0.5676
H -2.1468 0.7938 3.7260 0.1701
H -2.0494 -0.0606 2.2190 -0.2998
H -3.3597 1.1300 2.4606 0.2288
H -3.4774 -1.5019 2.9613 0.3481
C -3.2366 0.5525 -1.9535 -0.5860
O -2.7670 -0.5404 -1.1507 -0.5438
H -3.6270 1.3402 -1.3081 0.2897
H -2.3918 0.9534 -2.5220 0.2317
H -4.0151 0.2050 -2.6240 0.3034
H -2.3714 -0.1567 -0.3617 0.1724
C 3.6217 0.6910 -1.6570 -0.4086
O 3.6429 1.4284 -0.4499 -0.5467
H 2.6503 0.2088 -1.8408 0.0203
H 3.7612 1.3146 -2.5454 0.3102
H 4.3697 -0.0968 -1.6187 0.3229
H 2.7489 1.6416 -0.1475 0.4165
C 2.5132 -2.6264 -2.5741 -0.5807
O 1.7225 -1.6065 -3.1742 -0.4664
H 3.5227 -2.2501 -2.4180 0.2286
H 2.1621 -2.8534 -1.5576 0.2360
H 2.4676 -3.5314 -3.1784 0.3034
H 0.7928 -1.7960 -2.9559 0.3921
C 0.1914 4.1578 -2.1986 -0.3990
O -0.5736 4.3749 -0.9740 -0.4050
H -0.4790 3.7842 -2.9689 0.2880
H 0.6917 5.0901 -2.4354 0.3105
H 0.9089 3.3604 -2.0221 0.0798
H -1.2080 5.0847 -1.1226 0.3003
```

=====

A structure of composition C11H40CdF6N2O16S2, computed with ωB97M-V with the def2-TZVPD basis set.

Results
Orbital gap   1.01 eV
Lowest unoccupied orbital energy   -5.88 eV

XYZ file:
```
78
Properties=species:S:1:pos:R:3:mulliken_charge:R:1
Cd 3.2614 -2.3749 -5.4214 0.3613
C -0.6070 -1.5752 -1.4722 0.6703
F 0.4614 -0.8875 -1.1058 -0.1978
F -0.5937 -2.9200 -1.1272 -0.2316
F -1.6509 -1.0538 -0.8055 -0.2397
S -0.9583 -1.4430 -3.3616 0.8017
O -2.4296 -1.2767 -3.5314 -0.5547
O -0.2356 -0.1861 -3.7006 -0.6309
N -0.0233 -2.8112 -4.1245 -0.2900
S -1.1546 -3.8388 -4.2963 0.9629
O -0.5162 -5.0350 -4.7671 -0.7432
O -2.1245 -4.0596 -3.2818 -0.5563
C -2.0040 -3.1806 -5.8941 0.7236
F -3.3048 -3.2680 -5.8589 -0.2589
F -1.6792 -1.9324 -6.1418 -0.2394
F -1.5587 -3.9054 -6.9155 -0.2448
C 3.4611 3.9134 7.6306 -1.7173
C 2.4282 3.4515 6.5541 1.2621
C 2.6716 1.8754 6.5667 -1.0584
C 1.6547 1.0107 5.7266 -0.8028
C 0.1939 1.4451 6.0472 -1.1778
C -0.0634 3.0197 6.0962 1.1798
N 0.9958 3.6837 6.8937 0.5570
O 0.6596 4.9635 7.5615 -0.3324
C -1.4739 3.0596 6.7051 -1.5591
C -0.1607 3.5545 4.5893 -1.4843
C 2.8840 4.0705 5.2126 -1.5723
H 4.4936 3.6063 7.4639 0.4532
H 3.1538 3.5371 8.6063 0.4256
H 3.5276 5.0013 7.6340 0.4219
H 2.4359 1.5636 7.5842 0.4112
H 3.6899 1.7002 6.2196 0.4220
H 1.7385 -0.0667 5.8695 0.4436
H 1.7049 1.1247 4.6438 0.3469
H -0.0006 1.0664 7.0507 0.4525
H -0.5841 1.0651 5.3850 0.4818
H -2.0492 2.3028 6.1718 0.4412
H -2.0024 4.0098 6.6286 0.3671
H -1.4257 2.8677 7.7770 0.4281
H -1.1154 3.2091 4.1925 0.4369
H 0.6133 3.1230 3.9545 0.3362
H -0.2564 4.6352 4.4843 0.3503
H 3.9540 4.2426 5.3292 0.4427
H 2.4285 5.0185 4.9262 0.3448
H 2.6980 3.4136 4.3630 0.3504
O -1.1185 4.1315 -1.1735 -0.6046
H -0.2867 3.7458 -0.8985 0.2992
H -1.7819 3.6461 -0.6832 0.3062
O -5.0777 -4.9438 0.3808 -0.6393
H -5.6049 -4.1452 0.4063 0.3154
H -5.1048 -5.2201 -0.5352 0.3228
O 4.8236 -3.1175 2.2682 -0.6463
H 4.3199 -3.6684 2.8673 0.3203
H 4.3570 -3.1802 1.4348 0.3261
O -4.9573 -1.3339 -11.4710 -0.6379
H -4.4537 -0.5475 -11.2607 0.3180
H -5.5696 -1.4290 -10.7415 0.3199
O 3.1896 0.7842 -6.6187 -0.6004
H 3.9042 1.3224 -6.9592 0.2965
H 2.5215 1.4147 -6.3496 0.3124
O -0.3703 -10.4390 -5.1643 -0.6382
H -0.6708 -10.5580 -6.0653 0.3108
H 0.1869 -9.6614 -5.1979 0.3272
O 4.2896 -0.4237 -2.5370 -0.5857
H 3.8481 0.3438 -2.1733 0.3040
H 5.1943 -0.3462 -2.2342 0.2873
O 0.2690 5.3936 -5.4141 -0.6399
H -0.3701 6.0634 -5.6569 0.3135
H 0.0310 5.1475 -4.5202 0.3237
O 3.6707 3.7411 -0.9431 -0.6238
H 4.0355 3.5437 -0.0804 0.3074
H 4.2335 4.4340 -1.2888 0.3193
O -6.9803 -1.4690 -2.2936 -0.6402
H -6.0937 -1.6367 -2.6132 0.3349
H -7.2387 -0.6520 -2.7203 0.3069
O -5.0841 -8.6465 -5.9092 -0.6281
H -5.0693 -9.5966 -5.7933 0.3135
H -4.1798 -8.4167 -6.1228 0.3157
```

=====

A structure of composition C11H40FeN18O11, computed with ωB97M-V with the def2-TZVPD basis set.

Results
Orbital gap (alpha / beta)   7.85 / 7.72 eV
Multiplicity   5
Lowest unoccupied orbital energy (alpha / beta)   -0.32 / -0.33 eV
Expectation value of S²   6.009

XYZ file:
```
81
Properties=species:S:1:pos:R:3:mulliken_charge:R:1
Fe 9.5288 3.9140 -18.8623 0.5653
O 8.5269 5.0613 -20.2380 -0.7321
C 9.4134 5.3496 -21.2733 1.2163
C 10.9000 4.8986 -21.1143 0.5071
O 11.1787 3.9534 -20.1166 1.1326
H 9.4048 6.4122 -21.5555 0.5712
H 9.0574 4.8814 -22.2184 -1.4370
H 11.5028 5.8143 -21.0256 -1.3522
H 11.2913 4.4894 -22.0627 0.4186
C 11.3495 3.0220 -16.2420 0.3495
O 10.9686 2.9228 -17.4093 -0.3532
N 10.7687 3.9334 -15.4172 -0.2950
N 12.1150 2.0888 -15.6095 -0.4861
H 10.8640 3.9475 -14.4194 0.1895
H 10.0630 4.5031 -15.8565 0.1582
H 12.3783 1.3192 -16.2068 0.2076
H 12.8458 2.3060 -14.9518 0.2301
C 6.2004 2.4465 -22.0777 0.4573
O 5.2150 1.7146 -22.1154 -0.7040
N 6.5034 3.1768 -20.9701 -0.0978
N 7.1921 2.3875 -23.0107 -0.1907
H 7.1643 3.9554 -21.0274 0.0274
H 5.6653 3.3589 -20.4370 0.1687
H 7.0300 1.9284 -23.8847 0.1886
H 8.0833 2.7916 -22.7884 0.1030
C 13.4901 8.4646 -21.6745 0.4831
O 12.4134 8.9196 -22.0123 -0.6277
N 14.6836 8.9740 -22.1245 -0.4076
N 13.6254 7.3734 -20.8633 -0.2848
H 14.7314 9.6585 -22.8545 0.2460
H 15.4869 8.3729 -22.0441 0.1790
H 14.5439 6.9758 -20.7903 0.1493
H 12.7850 6.9477 -20.5265 0.2140
C 8.9307 0.8207 -19.1503 0.3842
O 9.1578 1.9944 -19.4627 -0.0423
N 9.7516 0.1361 -18.3202 -0.3616
N 7.8948 0.1242 -19.6596 -0.4271
H 10.5361 0.6237 -17.9272 0.0887
H 9.4586 -0.7446 -17.9390 0.1917
H 7.2245 0.6492 -20.2015 0.1715
H 7.9768 -0.8744 -19.7003 0.1978
C 5.0714 6.2972 -17.8291 0.5445
O 4.2134 5.4347 -17.8791 -0.6430
N 6.3561 6.0639 -18.2604 -0.1856
N 4.8741 7.4961 -17.2054 -0.3837
H 7.0246 6.8008 -18.4066 0.1828
H 6.4456 5.2933 -18.9028 -0.0194
H 4.0323 7.5972 -16.6721 0.2301
H 5.5379 8.2376 -17.3141 0.1728
C 7.2190 5.5374 -25.4385 0.5383
O 6.3647 5.6740 -24.5826 -0.5966
N 8.4916 5.1040 -25.1368 -0.4215
N 6.9228 5.5563 -26.7670 -0.4027
H 8.6255 4.9658 -24.1510 0.1164
H 8.9017 4.5356 -25.8546 0.2444
H 5.9713 5.6896 -27.0548 0.2275
H 7.5895 5.4851 -27.5134 0.1687
C 10.7756 6.6062 -17.4561 0.5276
O 9.9969 5.6878 -17.7233 -0.4892
N 12.0401 6.6805 -17.9762 -0.2306
N 10.4622 7.5427 -16.5283 -0.4132
H 12.2979 7.5950 -18.3127 0.2947
H 12.3466 5.8375 -18.4371 -0.0691
H 9.6422 7.4358 -15.9609 0.2672
H 11.1787 8.1938 -16.2626 0.1880
C 14.8451 4.0235 -19.7816 0.3144
O 16.0230 4.1246 -19.4876 -0.7076
N 13.8032 4.2569 -18.8988 -0.0797
N 14.3712 3.4433 -20.9197 -0.1274
H 14.1626 4.5631 -18.0105 0.1712
H 12.8320 4.1632 -19.2008 -0.3892
H 13.3723 3.3722 -21.0071 0.0829
H 14.9193 3.1332 -21.6986 0.2048
C 12.2537 0.4824 -21.0498 0.4918
O 12.7323 -0.6250 -21.1741 -0.6945
N 11.3965 1.0457 -21.9841 -0.3531
N 12.4865 1.3279 -20.0089 0.2162
H 10.9340 1.9175 -21.7800 0.2456
H 11.6305 0.8276 -22.9362 0.2129
H 12.0186 2.2198 -19.9053 -0.5627
H 13.0541 0.9368 -19.2783 0.1288
```